Entry 1:
ORCA calculation (the ωB97M-V functional and the def2-TZVPD basis) on a cluster of 4 separate species, C32H71N2OS3 in total at a distorted geometry.

LUMO: -3.28 eV
frontier orbital gap: 0.2878 Ha
E_tot: -71860.9525 eV

```
! RIJCOSX wB97M-V def2-TZVPD def2/J DEFGRID3
* xyz 1 1
C 5.49 1.83 -0.72
C 4.45 2.40 -1.70
N 3.05 1.94 -1.55
C 2.90 0.50 -1.46
C 3.57 -0.24 -2.61
S 3.79 -2.02 -2.26
C 2.54 -2.60 -1.09
C 1.57 -3.58 -1.76
C 0.50 -2.81 -2.54
S -0.74 -2.29 -1.33
C -1.71 -0.99 -2.16
S -2.97 -1.45 -3.03
N -1.31 0.35 -1.96
C -2.25 1.01 -1.02
C -2.32 0.32 0.36
C -1.32 1.12 -3.21
C -0.27 0.63 -4.23
C 2.40 2.53 -0.42
C 0.99 3.06 -0.59
O 2.91 2.62 0.63
H 5.90 2.65 -0.15
H 5.09 1.13 0.01
H 6.34 1.38 -1.22
H 4.76 2.19 -2.72
H 4.42 3.48 -1.63
H 1.83 0.28 -1.52
H 3.22 0.11 -0.48
H 2.95 -0.20 -3.50
H 4.57 0.12 -2.86
H 4.98 -2.09 -1.62
H 1.99 -1.80 -0.60
H 3.06 -3.14 -0.31
H 2.10 -4.30 -2.37
H 1.10 -4.11 -0.93
H 0.08 -3.45 -3.30
H 0.96 -1.92 -2.98
H -3.23 1.02 -1.51
H -1.90 2.02 -0.86
H -3.30 -0.12 0.49
H -1.54 -0.42 0.49
H -2.23 1.08 1.12
H -1.12 2.15 -2.95
H -2.29 1.12 -3.71
H -0.76 0.16 -5.07
H 0.41 -0.08 -3.77
H 0.30 1.48 -4.58
H 0.97 4.01 -0.09
H 0.71 3.13 -1.63
H 0.35 2.40 -0.01
C 3.83 3.23 3.74
C 4.16 4.71 3.92
C 5.44 5.14 3.20
C 6.71 4.44 3.68
C 7.02 4.60 5.17
C 7.25 6.05 5.58
H 4.60 2.59 4.17
H 2.88 2.99 4.24
H 3.72 2.99 2.68
H 4.23 4.94 4.99
H 3.33 5.31 3.53
H 5.56 6.22 3.30
H 5.32 4.94 2.13
H 7.56 4.83 3.10
H 6.66 3.37 3.45
H 7.92 4.03 5.40
H 6.22 4.17 5.77
H 8.08 6.49 5.02
H 7.51 6.11 6.64
H 6.36 6.67 5.43
C -2.23 -7.90 3.07
C -2.06 -6.92 1.92
C -0.62 -6.44 1.74
C -0.03 -5.67 2.92
C -0.81 -4.42 3.33
C -0.87 -3.37 2.23
H -1.98 -7.44 4.03
H -3.27 -8.23 3.13
H -1.60 -8.78 2.94
H -2.72 -6.06 2.06
H -2.38 -7.40 0.99
H -0.56 -5.82 0.83
H 0.02 -7.31 1.54
H 1.00 -5.38 2.68
H 0.05 -6.34 3.79
H -0.33 -3.99 4.21
H -1.83 -4.69 3.64
H 0.13 -3.06 1.93
H -1.40 -2.48 2.58
H -1.40 -3.74 1.35
C -9.58 -0.78 -3.39
C -9.12 0.67 -3.28
C -7.74 0.92 -3.87
C -6.60 0.16 -3.19
C -6.45 0.43 -1.69
C -6.12 1.89 -1.36
H -8.93 -1.45 -2.82
H -10.59 -0.89 -2.99
H -9.58 -1.11 -4.43
H -9.16 0.99 -2.24
H -9.84 1.30 -3.82
H -7.53 1.99 -3.85
H -7.74 0.64 -4.93
H -5.66 0.42 -3.69
H -6.73 -0.91 -3.34
H -5.64 -0.20 -1.31
H -7.35 0.13 -1.15
H -5.20 2.20 -1.86
H -5.99 2.01 -0.29
H -6.93 2.56 -1.67
*
```

Mulliken population analysis, charges in e, atoms 1 to 6:
1 C -0.952
2 C -0.861
3 N 0.137
4 C -0.803
5 C -0.698
6 S 0.043

Entry 2:
ORCA calculation (the ωB97M-V functional and the def2-TZVPD basis) on a cluster of 5 separate species, C32H72BrN4 in total at a distorted geometry.

LUMO: -5.84 eV
frontier orbital gap: 0.3155 Ha
relative energy (zero: lowest compared OMol25 entry of this formula, charge and spin): 20.5 kcal per mole
E_tot: -110331.8260 eV

```
! RIJCOSX wB97M-V def2-TZVPD def2/J DEFGRID3
* xyz 3 1
C -28.33 -34.81 30.38
C -27.35 -33.81 30.96
C -27.84 -32.41 31.30
N -26.78 -31.35 31.23
C -26.36 -31.06 29.81
C -27.34 -30.05 31.84
C -26.27 -29.54 32.75
C -25.74 -30.84 33.36
C -25.60 -31.70 32.13
H -27.86 -35.70 29.96
H -28.92 -34.41 29.55
H -29.07 -35.13 31.12
H -26.52 -33.68 30.25
H -26.81 -34.27 31.79
H -28.32 -32.32 32.27
H -28.64 -32.11 30.62
H -25.54 -30.35 29.89
H -27.24 -30.58 29.37
H -26.14 -31.93 29.20
H -27.54 -29.35 31.02
H -28.29 -30.23 32.32
H -25.40 -29.09 32.26
H -26.72 -28.79 33.40
H -24.77 -30.76 33.87
H -26.36 -31.29 34.14
H -24.70 -31.49 31.55
H -25.47 -32.76 32.31
C -29.91 -34.65 39.02
C -29.73 -33.64 37.90
C -30.09 -32.23 38.32
N -29.99 -31.19 37.24
C -31.12 -31.34 36.25
C -28.69 -31.31 36.50
C -28.40 -29.91 35.98
C -29.07 -28.97 36.99
C -30.02 -29.80 37.84
H -29.28 -34.49 39.89
H -29.66 -35.66 38.68
H -30.96 -34.72 39.30
H -30.30 -33.91 37.00
H -28.67 -33.67 37.62
H -29.53 -31.95 39.21
H -31.13 -32.17 38.67
H -30.88 -32.13 35.54
H -31.16 -30.42 35.67
H -32.04 -31.64 36.74
H -28.59 -32.10 35.76
H -27.94 -31.47 37.28
H -28.88 -29.83 34.99
H -27.35 -29.71 35.75
H -29.51 -28.13 36.44
H -28.40 -28.42 37.66
H -31.03 -29.41 37.72
H -29.78 -29.88 38.89
C -23.80 -35.39 33.20
C -22.75 -35.25 32.10
C -21.86 -36.49 32.06
N -20.71 -36.41 31.08
C -21.28 -36.63 29.69
C -19.69 -37.52 31.37
C -18.37 -36.80 31.63
C -18.47 -35.54 30.81
C -19.90 -35.11 31.02
H -24.20 -36.38 33.43
H -24.78 -34.92 33.06
H -23.47 -34.88 34.11
H -22.19 -34.34 32.33
H -23.25 -35.08 31.14
H -22.43 -37.39 31.83
H -21.41 -36.63 33.04
H -20.53 -36.36 28.95
H -22.11 -35.94 29.61
H -21.50 -37.69 29.55
H -19.63 -38.15 30.48
H -20.02 -38.14 32.20
H -17.49 -37.39 31.39
H -18.31 -36.71 32.72
H -18.23 -35.74 29.76
H -17.71 -34.85 31.17
H -20.37 -34.42 30.33
H -20.00 -34.63 32.00
C -25.26 -37.02 39.01
C -26.53 -37.44 38.24
C -26.24 -37.69 36.78
N -27.43 -37.94 35.88
C -28.13 -39.26 36.18
C -28.47 -36.87 36.04
C -29.21 -36.79 34.69
C -28.30 -37.49 33.69
C -27.01 -37.88 34.42
H -25.07 -37.63 39.89
H -25.36 -36.00 39.39
H -24.37 -36.90 38.39
H -27.15 -36.54 38.31
H -27.11 -38.19 38.78
H -25.50 -38.44 36.50
H -25.82 -36.77 36.35
H -27.77 -40.06 35.54
H -29.14 -39.13 35.80
H -28.10 -39.39 37.25
H -29.12 -37.09 36.88
H -27.95 -35.96 36.35
H -30.18 -37.29 34.74
H -29.32 -35.72 34.53
H -28.83 -38.36 33.30
H -28.03 -36.86 32.84
H -26.55 -38.82 34.12
H -26.30 -37.05 34.40
Br -26.24 -33.85 35.54
*
```

Mulliken population analysis, charges in e, atoms 1 to 6:
1 C -1.526
2 C 0.185
3 C -0.544
4 N 0.358
5 C -1.022
6 C -0.474